--- i ---
Density functional theory data (ωB97M-V/def2-TZVPD) for an isolated molecule of C5H7N.

The value obtained for the frontier orbital gap is 8.90 eV. As for the structure (SMILES): Cc1ccc[nH]1.

Element x y z (Å)
C: 2.00 -0.08 -0.12
C: 0.51 0.18 0.02
C: -0.33 1.32 0.09
C: -1.69 0.77 -0.05
C: -1.63 -0.58 -0.10
N: -0.30 -0.91 -0.09
H: 2.42 -0.64 0.73
H: 2.21 -0.69 -1.01
H: 2.58 0.84 -0.23
H: -0.78 1.65 1.04
H: -2.63 1.33 0.02
H: -2.39 -1.32 -0.22
H: 0.03 -1.86 -0.09

Löwdin atomic charge list, values in e, 4 entries: C -0.041; C -0.304; C -0.094; C -0.151

--- ii ---
Density functional theory data (ωB97M-V/def2-TZVPD) for an isolated molecule of C5H7N.

The value obtained for the frontier orbital gap is 7.70 eV.

Element x y z (Å)
C: -1.25 -1.23 -0.56
C: -0.66 -0.34 -1.48
C: -1.11 -1.08 0.81
C: 0.14 0.85 0.64
C: 1.61 1.30 0.70
N: -0.43 -0.04 1.21
H: -1.86 -1.97 -1.06
H: -0.54 -0.61 -2.61
H: -1.78 -1.56 1.58
H: 0.05 0.43 -1.35
H: 2.21 0.56 0.21
H: 1.91 1.38 1.71
H: 1.73 2.29 0.21

Löwdin atomic charge list, values in e, 4 entries: C -0.173; C -0.015; C -0.209; C -0.083

i (155.9 kJ/mol below the next structure)

--- i ---
Density functional theory data (ωB97M-V/def2-TZVPD) for a cluster of 2 separate species, C5H7N in total.

The value obtained for the frontier orbital gap is 8.63 eV.

Element x y z (Å)
C: -1.13 -1.47 -0.11
C: -0.36 -0.26 0.03
C: -0.68 1.03 0.38
N: 0.44 1.78 0.19
C: 1.50 0.95 -0.20
C: 1.03 -0.36 -0.25
H: 0.18 -2.47 0.06
H: -2.12 -1.44 0.41
H: -1.20 -1.95 -1.07
H: -1.63 1.49 0.63
H: 0.51 2.75 0.47
H: 2.48 1.41 -0.29
H: 1.12 -1.68 -0.24

Löwdin atomic charge list, values in e, 4 entries: C -0.023; C -0.427; C -0.090; N -0.007

--- ii ---
Density functional theory data (ωB97M-V/def2-TZVPD) for an isolated molecule of C5H7N.

The value obtained for the frontier orbital gap is 9.85 eV. As for the structure (SMILES): C1=C[C@@H]2N[C@@H]2C1.

Element x y z (Å)
C: 0.68 1.16 -0.06
C: -0.62 1.16 -0.36
C: -1.10 -0.24 -0.51
N: -1.20 -1.14 0.61
C: 0.08 -1.07 -0.24
C: 1.15 -0.20 0.39
H: 1.35 2.01 -0.14
H: -1.27 2.01 -0.53
H: -1.77 -0.51 -1.32
H: -1.00 -0.65 1.48
H: 0.44 -1.79 -0.99
H: 2.20 -0.45 0.18
H: 1.05 -0.30 1.49

Löwdin atomic charge list, values in e, 4 entries: C -0.081; C -0.049; C -0.330; N 0.074

ii (203.8 kJ/mol below the next structure)

--- i ---
Density functional theory data (ωB97M-V/def2-TZVPD) for an isolated molecule of C3H4Cl2O.

The value obtained for the frontier orbital gap is 9.25 eV. As for the structure (SMILES): O[C@@H]1CC1(Cl)Cl.

Element x y z (Å)
O: -0.57 1.65 0.15
C: 0.20 0.73 -0.47
C: -0.43 -0.59 -0.65
C: 0.37 -0.72 0.60
Cl: -0.44 -0.50 2.06
Cl: 1.96 -1.32 0.64
H: -0.68 1.32 1.09
H: 0.97 1.18 -1.10
H: -1.47 -0.77 -0.78
H: 0.08 -0.98 -1.53

Löwdin atomic charge list, values in e, 4 entries: O -0.070; C -0.297; C -0.206; C -1.217

--- ii ---
Density functional theory data (ωB97M-V/def2-TZVPD) for an isolated molecule of C3H4Cl2O.

The value obtained for the frontier orbital gap is 10.61 eV. As for the structure (SMILES): O[C@H]1[C@@H](Cl)[C@H]1Cl.

Element x y z (Å)
O: 0.02 1.12 -1.39
C: -0.06 0.81 -0.04
C: -0.75 -0.39 0.52
Cl: -1.56 -1.41 -0.63
C: 0.74 -0.33 0.51
Cl: 1.72 -1.32 -0.60
H: -0.05 0.29 -1.92
H: -0.09 1.69 0.62
H: -1.22 -0.27 1.48
H: 1.24 -0.19 1.46

Löwdin atomic charge list, values in e, 4 entries: O -0.032; C -0.406; C -0.651; Cl 0.669

ii (119.7 kJ/mol below the next structure)

--- i ---
Density functional theory data (ωB97M-V/def2-TZVPD) for a cluster of 6 separate species, C2H14O6 in total.

The value obtained for the frontier orbital gap is 9.55 eV. As for the structure (SMILES): C=CO.O.O.O.O.O.

Element x y z (Å)
C: 1.49 -1.54 0.12
C: 1.18 -0.49 -0.63
O: 1.11 -0.77 -1.99
H: 1.46 -1.52 1.20
H: 1.76 -2.50 -0.30
H: 1.07 0.54 -0.31
H: 0.65 -0.05 -2.45
O: -0.22 2.08 -1.14
H: -0.69 2.92 -1.12
H: -0.94 1.42 -1.05
O: -2.59 0.77 -1.88
H: -2.40 -0.05 -1.36
H: -2.24 0.50 -2.75
O: -1.96 -1.47 -0.43
H: -1.01 -1.56 -0.30
H: -2.45 -2.24 -0.11
O: -1.05 -1.02 3.43
H: -1.97 -0.77 3.27
H: -0.74 -0.11 3.31
O: 3.25 1.73 1.80
H: 3.53 1.59 0.88
H: 2.75 2.55 1.81

Löwdin atomic charge list, values in e, 4 entries: C 0.011; C -0.275; O -0.024; H 0.058

--- ii ---
Density functional theory data (ωB97M-V/def2-TZVPD) for a cluster of 6 separate species, C2H14O6 in total.

The value obtained for the frontier orbital gap is 10.14 eV. As for the structure (SMILES): C=CO.O.O.O.O.O.

Element x y z (Å)
C: 2.46 -1.80 -2.40
C: 2.61 -1.69 -1.10
O: 1.90 -2.39 -0.15
H: 3.07 -1.26 -3.11
H: 1.80 -2.51 -2.89
H: 3.41 -1.18 -0.58
H: 1.37 -3.07 -0.61
O: -0.87 4.30 -0.70
H: -1.51 4.43 -1.40
H: -1.41 4.04 0.04
O: -0.90 -2.26 -1.19
H: -1.83 -2.00 -1.12
H: -0.64 -1.96 -2.06
O: -1.06 1.29 1.46
H: -0.86 0.44 1.90
H: -0.74 1.03 0.58
O: 0.23 -1.28 1.71
H: 1.06 -1.39 1.21
H: 0.42 -0.99 2.60
O: -3.19 2.88 2.49
H: -2.80 2.97 3.37
H: -2.52 2.42 1.97

Löwdin atomic charge list, values in e, 4 entries: C 0.004; C -0.252; O -0.045; H 0.052

ii (6.5 kJ/mol below the next structure)

--- i ---
Density functional theory data (ωB97M-V/def2-TZVPD) for an isolated molecule of C3H4OS.

The value obtained for the frontier orbital gap is 9.94 eV. As for the structure (SMILES): C[C@@H]1SC1=O.

Element x y z (Å)
C: 0.17 0.07 -0.31
C: -1.14 -0.21 0.46
S: -2.45 -1.27 -0.07
C: -2.31 0.46 0.08
O: -3.12 1.53 -0.06
H: 0.62 -0.87 -0.48
H: 0.79 0.90 0.17
H: 0.05 0.63 -1.33
H: -1.03 -0.35 1.54

Löwdin atomic charge list, values in e, 4 entries: C -0.081; C -0.624; S 0.967; C -0.585

--- ii ---
Density functional theory data (ωB97M-V/def2-TZVPD) for an isolated molecule of C3H4OS.

The value obtained for the frontier orbital gap is 8.24 eV. As for the structure (SMILES): S=C[C@H]1CO1.

Element x y z (Å)
S: -0.24 1.90 0.25
C: -0.71 0.33 -0.20
C: 0.37 -0.64 0.12
C: 0.09 -1.95 0.30
O: 0.79 -1.46 -0.87
H: -1.72 -0.16 -0.67
H: 1.07 -0.22 0.91
H: -0.86 -2.27 0.28
H: 0.58 -2.44 1.20

Löwdin atomic charge list, values in e, 4 entries: S 0.655; C -0.493; C -0.600; C -0.133

i (121.4 kJ/mol below the next structure)

--- i ---
Density functional theory data (ωB97M-V/def2-TZVPD) for an isolated molecule of C4H6FNO.

The value obtained for the frontier orbital gap is 9.80 eV. As for the structure (SMILES): O=CN/C=C\CF.

Element x y z (Å)
O: 2.55 -1.08 0.93
C: 1.58 -0.42 0.68
N: 0.33 -0.98 0.91
C: -0.86 -0.41 0.96
C: -1.39 0.58 0.13
C: -0.64 1.08 -1.07
F: -1.43 1.01 -2.17
H: 1.44 0.62 0.41
H: 0.38 -1.90 1.19
H: -1.56 -0.96 1.65
H: -2.35 1.08 0.44
H: -0.18 2.20 -1.02
H: 0.21 0.39 -1.16

Löwdin atomic charge list, values in e, 4 entries: O 0.062; C -0.304; N 0.036; C -0.156

--- ii ---
Density functional theory data (ωB97M-V/def2-TZVPD) for a structure of composition C4H6FNO.

The value obtained for the frontier orbital gap is 9.55 eV.

Element x y z (Å)
C: 1.40 0.04 0.85
C: -1.30 0.24 0.13
C: -1.37 -0.68 -1.01
C: 0.43 1.08 0.28
N: 1.99 -0.79 0.10
O: -2.08 0.47 0.97
F: 0.58 1.68 -0.90
H: 1.58 0.10 1.99
H: -2.37 -1.12 -1.21
H: -1.09 -0.02 -1.77
H: -0.54 -1.36 -1.02
H: 0.17 1.81 0.97
H: 2.59 -1.45 0.63

Löwdin atomic charge list, values in e, 4 entries: C -0.200; C -0.318; C -0.018; C -0.219

--- iii ---
Density functional theory data (ωB97M-V/def2-TZVPD) for an isolated molecule of C4H6FNO.

The value obtained for the frontier orbital gap is 11.18 eV. As for the structure (SMILES): O=C(CF)N1CC1.

Element x y z (Å)
O: 0.31 1.29 0.16
C: 0.27 0.07 -0.03
C: 1.52 -0.75 -0.06
F: 2.62 0.11 0.01
N: -0.95 -0.65 -0.26
C: -1.98 -0.28 0.78
C: -2.09 0.22 -0.65
H: 1.66 -1.47 0.75
H: 1.53 -1.27 -1.04
H: -2.69 -1.04 1.12
H: -1.64 0.43 1.50
H: -2.73 -0.30 -1.35
H: -1.89 1.27 -0.82

Löwdin atomic charge list, values in e, 4 entries: O 0.089; C -0.398; C -0.113; F -0.040

i (22.1 kJ/mol below the next structure)

--- i ---
Density functional theory data (ωB97M-V/def2-TZVPD) for a cluster of 2 separate species, C4H6FNO in total.

The value obtained for the frontier orbital gap is 10.73 eV. As for the structure (SMILES): C=CCF.N=C=O.

Element x y z (Å)
C: 1.60 1.07 0.16
C: 0.30 0.79 0.10
C: -0.53 0.40 -1.02
F: -1.89 0.86 -0.99
H: 2.34 0.76 -0.53
H: 1.95 1.29 1.15
H: -0.27 1.02 0.99
H: -0.31 0.74 -1.99
H: -0.60 -0.61 -1.28
N: -0.66 -2.63 1.84
C: 0.23 -2.68 1.06
O: 0.81 -2.83 0.08
H: -0.82 -2.72 2.78

Löwdin atomic charge list, values in e, 4 entries: C 0.022; C -0.164; C -0.193; F -0.087

--- ii ---
Density functional theory data (ωB97M-V/def2-TZVPD) for a cluster of 3 separate species, C4H6FNO in total.

The value obtained for the frontier orbital gap is 9.65 eV.

Element x y z (Å)
C: 0.51 -1.46 0.01
C: 0.97 -0.34 -0.51
C: -2.34 -0.19 -0.13
C: 1.62 0.97 -0.03
N: -1.95 0.45 0.85
O: -2.34 -1.21 -0.71
F: 1.02 1.96 -0.84
H: 0.61 -1.69 1.07
H: 0.02 -2.28 -0.65
H: 1.11 1.08 0.93
H: 2.65 1.07 0.10
H: 0.26 0.44 -1.49
H: -2.16 1.20 1.40

Löwdin atomic charge list, values in e, 4 entries: C -0.072; C -0.178; C -0.367; C -0.203

i (236.1 kJ/mol below the next structure)